(1)
ORCA calculation (ωB97M-V/def2-TZVPD) on a structure of composition C36H31N9O2STi.

XYZ file:
```
80
Properties=species:S:1:pos:R:3:forces:R:3
Ti -0.418907 0.398915 -0.426446 0.519 -1.758 -0.977
N 3.195740 -0.625145 2.736104 0.081 0.025 -0.118
C 1.921839 -0.884374 2.186777 0.101 0.020 0.188
S 0.631511 -1.013006 3.328127 -0.075 0.021 -0.050
N 1.925366 -0.970701 0.893165 0.034 0.030 -0.020
N 0.673654 -1.167948 0.300327 -0.542 1.583 -0.252
C 0.252255 -2.440577 0.173487 -0.604 -0.578 -0.124
C 1.116731 -3.592859 0.483629 -0.011 -0.017 0.069
C 2.383057 -3.714049 -0.097862 -0.054 0.015 -0.013
C 3.185822 -4.807807 0.172590 0.048 -0.009 -0.011
C 2.748894 -5.807538 1.034640 0.031 -0.038 0.010
C 1.500165 -5.694297 1.627229 -0.014 -0.022 0.003
C 0.696642 -4.595120 1.359577 0.020 0.045 -0.024
C -1.061977 -2.575489 -0.299254 0.485 -0.057 0.211
C -1.707698 -3.804128 -0.634403 -0.104 0.029 -0.013
C -2.971284 -3.797499 -1.135580 0.096 -0.142 0.034
C -3.632069 -2.561023 -1.354020 0.126 0.285 0.059
C -2.940987 -1.415004 -1.067227 -0.445 -0.119 -0.193
N -1.718450 -1.386224 -0.515851 0.793 0.626 0.161
H 3.245662 -0.954643 3.687154 -0.010 -0.007 -0.001
H 3.928116 -0.998842 2.145011 0.004 0.008 0.019
H 2.721893 -2.938002 -0.771286 -0.010 -0.008 -0.003
H 4.157638 -4.885152 -0.301333 0.009 -0.015 0.004
H 3.380598 -6.663366 1.243669 -0.003 -0.005 0.003
H 1.151536 -6.455960 2.315703 0.013 -0.012 0.000
H -0.261511 -4.487119 1.851932 -0.008 0.021 -0.004
H -1.163766 -4.731380 -0.519445 0.018 0.001 0.015
H -3.449194 -4.730521 -1.411250 -0.005 0.002 -0.002
H -4.610598 -2.507249 -1.809637 -0.007 0.006 -0.006
H -3.357738 -0.443689 -1.316001 -0.030 -0.019 -0.017
N -2.455530 1.979338 3.004273 0.068 -0.495 -0.138
C -3.449679 1.048779 2.714374 0.057 -0.018 -0.112
C -3.046158 0.381284 1.603172 -0.046 0.187 0.119
N -1.811454 0.849590 1.203208 -0.499 0.172 0.103
C -1.482101 1.768118 2.074771 0.369 0.285 0.138
C -0.159138 2.346088 2.036186 -0.221 -0.068 0.073
N 0.757173 1.775828 1.301755 -0.089 0.102 -0.050
C 1.894545 2.518221 1.486881 0.019 -0.093 0.122
C 1.648287 3.541718 2.347291 0.027 0.018 0.005
N 0.323312 3.419288 2.720745 0.014 -0.160 -0.294
H -2.246709 2.285384 3.939027 -0.035 0.126 -0.011
H -4.345688 0.963554 3.302225 0.028 0.003 0.038
H -3.546057 -0.402988 1.065206 -0.026 -0.006 0.017
H 2.830400 2.240653 1.033389 0.026 0.020 0.014
H 2.282707 4.314956 2.740913 -0.012 0.022 -0.031
H -0.241901 4.161834 3.090243 0.001 -0.039 0.130
N 1.538024 1.026276 -1.346821 -0.069 0.015 0.274
C 1.350513 2.297427 -2.050434 -0.108 0.105 0.028
C 0.216969 3.112928 -1.400310 0.272 0.265 -0.075
O 0.275962 4.341368 -1.380948 0.030 -0.106 -0.099
O -0.735139 2.404080 -0.925223 -0.127 -0.247 0.453
H 2.239169 1.056520 -0.615969 0.068 -0.070 -0.042
H 1.766301 0.269326 -1.980538 -0.136 -0.012 0.004
H 1.006251 2.059086 -3.058813 0.018 0.018 0.002
H 2.261748 2.896326 -2.111890 -0.047 0.004 0.035
C -0.651488 -0.015815 -2.494775 -0.002 -0.005 0.497
C -0.606641 -0.437833 -3.646100 -0.083 0.136 -0.220
C -0.558005 -0.933623 -4.982994 0.023 0.057 0.216
C -1.129629 -0.120819 -6.014237 -0.002 0.120 -0.093
C -1.437850 1.247466 -5.763192 0.034 -0.052 0.026
C -2.009658 2.064127 -6.714043 -0.012 0.045 -0.023
C -2.338468 1.588570 -7.984808 -0.007 0.012 -0.009
C -2.087230 0.245972 -8.246146 -0.025 0.000 -0.061
C -1.507937 -0.584207 -7.303854 0.040 -0.036 0.069
C 0.069682 -2.216376 -5.153477 0.041 -0.272 -0.017
C 0.283605 -3.062194 -4.028124 -0.063 0.087 -0.038
C 0.908009 -4.286469 -4.129246 0.017 -0.063 0.023
C 1.384139 -4.761597 -5.352418 -0.004 0.012 -0.021
C 1.221253 -3.942458 -6.463821 0.051 -0.085 -0.022
C 0.590770 -2.713715 -6.376321 -0.058 0.114 0.055
H -1.212994 1.645511 -4.781154 -0.014 -0.011 0.002
H -2.205055 3.100918 -6.456710 -0.009 0.005 -0.013
H -2.790197 2.232931 -8.730028 0.004 0.003 0.002
H -2.363003 -0.179114 -9.207944 -0.006 0.023 -0.001
H -1.394009 -1.629947 -7.548504 0.025 -0.032 0.009
H -0.069902 -2.723570 -3.060979 0.013 -0.002 -0.014
H 1.022428 -4.883992 -3.229308 0.020 -0.001 -0.016
H 1.874928 -5.724660 -5.430809 0.002 0.000 0.004
H 1.608752 -4.256319 -7.429760 0.004 -0.021 0.015
H 0.548973 -2.098958 -7.263554 -0.027 0.028 -0.023
```
Forces are in eV/Å.

Values from the calculation:
F_max in eV/A: 2.1
Multiplicity: 1
Total charge: -2
Highest occupied orbital energy (alpha / beta) in eV: 0.25 / 0.26
Kohn-Sham gap (alpha / beta) in eV: 3.54 / 3.52

=====

(2)
ORCA calculation (ωB97M-V/def2-TZVPD) on a structure of composition C36H32AlBrP2.

XYZ file:
```
72
Properties=species:S:1:pos:R:3:forces:R:3
C 0.510192 -1.493903 -1.951811 -0.016 0.159 0.010
C -0.492609 -1.980222 -1.106569 -0.109 0.679 -0.206
C -1.821924 -2.060436 -1.557296 0.116 -0.110 0.495
C -2.136899 -1.677840 -2.849880 -0.126 0.019 -0.530
C -1.123533 -1.283830 -3.727157 0.311 0.117 0.283
C 0.197558 -1.182235 -3.278345 -0.415 -0.210 0.116
P -0.105509 -2.157828 0.663083 0.012 -3.336 -1.630
C -1.316382 -3.411029 1.208495 -1.027 0.729 1.000
C -2.418683 -3.024622 1.992677 0.194 -0.164 -0.335
C -3.436969 -3.942343 2.251811 -0.164 0.026 0.028
C -3.354087 -5.245300 1.753036 0.143 0.147 -0.056
C -2.237430 -5.641784 1.008847 0.024 0.248 0.150
C -1.217119 -4.728347 0.746485 0.177 0.137 -0.211
Al 0.072044 0.027209 1.330113 -0.068 -0.173 2.204
P 0.081586 2.177465 0.508389 -0.211 2.433 -1.033
C -1.315515 2.244977 -0.681627 -0.158 -0.045 -0.472
C -1.158275 2.569240 -2.043757 -0.370 -0.199 0.420
C -2.183822 2.278174 -2.952655 -0.007 0.354 0.326
C -3.442173 1.883871 -2.487925 0.271 -0.129 0.240
C -3.647870 1.699012 -1.115679 0.000 0.103 0.181
C -2.585663 1.851691 -0.219800 0.293 -0.480 0.067
C -0.212487 3.531463 1.695855 -0.029 -0.527 0.978
C 0.634691 3.612998 2.822281 -0.221 0.377 -0.172
C 0.509608 4.688092 3.708173 -0.047 -0.061 -0.062
C -0.516220 5.631425 3.542442 -0.008 -0.221 -0.458
C -1.415151 5.485173 2.469281 0.211 0.115 0.304
C -1.275066 4.436306 1.557261 0.024 -0.014 -0.137
C 1.710248 2.486368 -0.267781 0.439 -0.115 0.593
C 2.723326 1.521440 -0.089665 -0.435 0.323 -0.452
C 3.940212 1.654141 -0.760926 0.072 -0.266 0.172
C 4.173004 2.753126 -1.588567 -0.286 0.039 0.069
C 3.217299 3.776621 -1.667361 -0.242 -0.231 0.255
C 2.005739 3.668984 -0.972269 -0.036 -0.153 -0.025
C 1.471630 -3.088388 0.786140 0.563 0.507 0.346
C 1.983017 -3.880255 -0.252698 0.371 0.094 -0.056
C 3.290817 -4.388136 -0.158325 -0.370 0.303 0.396
C 4.086742 -4.096073 0.960116 -0.439 0.060 -0.100
C 3.531928 -3.395906 2.038520 -0.114 -0.177 0.041
C 2.212993 -2.933472 1.974464 0.190 0.402 -0.278
H 1.370674 2.830346 3.010904 0.033 0.338 -0.098
H 1.222380 4.794155 4.530570 -0.345 -0.122 -0.237
H -0.615476 6.476242 4.242890 0.047 -0.554 -0.448
H -2.225863 6.208735 2.344344 0.281 -0.333 0.023
H -1.994453 4.311772 0.743363 0.296 0.210 0.248
H -0.243493 3.050393 -2.361500 -0.191 -0.232 -0.144
H -1.996102 2.379579 -4.022825 -0.144 0.225 0.330
H -4.264238 1.726706 -3.189232 0.291 0.005 0.223
H -4.635129 1.426066 -0.730677 0.384 0.098 -0.197
H -2.720107 1.648557 0.854709 -0.140 0.088 -0.460
H 2.552696 0.661164 0.572410 0.159 0.086 -0.226
H 4.705931 0.883498 -0.631214 -0.261 0.328 -0.081
H 5.105143 2.823438 -2.158154 -0.373 0.007 0.292
H 3.415621 4.654471 -2.280465 -0.059 -0.156 0.236
H 1.286322 4.493784 -0.974725 0.213 -0.300 -0.176
H 1.378781 -4.094142 -1.138247 0.293 0.193 0.200
H 3.688997 -4.994338 -0.965637 -0.071 0.089 0.089
H 5.128507 -4.426345 0.991832 -0.422 0.072 0.028
H 4.127533 -3.213853 2.937711 -0.255 -0.094 -0.326
H 1.763495 -2.402922 2.824991 0.350 -0.200 -0.337
H -2.469630 -2.004558 2.378905 -0.126 -0.275 -0.031
H -4.315724 -3.631567 2.826533 0.411 -0.153 -0.176
H -4.161859 -5.955746 1.939504 0.275 0.244 -0.021
H -2.157802 -6.663006 0.633902 -0.013 0.324 0.110
H -0.347962 -5.024827 0.162597 -0.240 -0.082 0.123
H -2.598014 -2.422032 -0.879154 0.164 0.133 -0.231
H -3.174805 -1.685481 -3.200668 0.427 -0.148 0.214
H -1.341011 -1.019562 -4.763061 -0.062 -0.112 0.324
H 0.941580 -0.851908 -3.988045 0.222 0.015 0.165
H 1.513292 -1.354670 -1.523901 -0.248 -0.104 -0.545
H 0.960048 1.691207 -2.888891 0.446 -0.581 0.399
H 1.090780 1.409208 -2.198794 0.156 -0.006 -0.997
Br 0.070635 -0.090219 3.612658 -0.014 0.239 -0.734
```
Forces are in eV/Å.

Values from the calculation:
F_max in eV/A: 3.7
Multiplicity: 1
Total charge: +2
Highest occupied orbital energy in eV: -14.45
Kohn-Sham gap in eV: 7.24